Record 1
A 2-piece molecular cluster, C6H13N3 overall, computed with ωB97M-V with the def2-TZVPD basis set.

```
22
Properties=species:S:1:pos:R:3:forces:R:3:mulliken_charge:R:1
C -0.422 1.176 -0.625 -0.99 -1.47 0.31 0.164
C -2.717 0.825 0.960 -3.72 -0.66 -0.72 -1.328
C -0.494 -1.290 -1.149 3.26 1.00 -0.90 -1.545
C 3.672 -0.377 -0.142 -3.71 -0.92 -1.60 -0.525
C -2.171 -0.397 0.301 -0.05 0.97 -0.41 -0.377
C -0.967 -0.035 -0.454 1.63 -0.16 -1.42 0.522
N -0.027 2.318 -0.858 -0.18 0.11 0.87 -0.574
N 2.811 0.336 0.770 -3.07 -0.99 0.87 -0.221
N 1.747 -0.347 0.962 2.17 1.51 -0.11 -0.263
H -3.858 0.716 0.867 1.41 0.40 1.16 0.308
H -2.557 1.727 0.422 0.46 0.63 -0.92 0.416
H -2.336 1.024 1.919 0.05 -0.12 1.52 0.351
H -0.412 -2.170 -0.529 -0.04 -0.04 0.62 0.370
H -1.149 -1.548 -1.951 -0.63 -0.03 -0.71 0.462
H 0.548 -1.132 -1.591 -1.35 -0.33 0.41 0.243
H 4.538 -0.546 0.360 2.63 -1.02 1.44 0.279
H 3.017 -1.301 -0.405 1.88 1.11 -0.08 0.304
H 3.932 0.246 -0.990 -0.25 0.11 -0.26 0.197
H -1.899 -1.214 0.935 0.23 -0.27 1.12 0.361
H -2.866 -0.916 -0.365 -0.30 0.49 -0.26 0.353
H 0.481 2.755 -0.063 0.13 -0.50 -0.77 0.277
H 1.127 0.150 1.625 0.45 0.17 -0.17 0.227
```
Forces are in eV/Å.

Computed properties:
- relative energy (zero: lowest compared OMol25 entry of this formula, charge and spin) (eV) = 4.205
- HOMO-LUMO gap (eV) = 9.08
- SMILES = CCC(C)=C=N.[H]/N=N/C
- HOMO level (eV) = -8.25

Record 2
An isolated ion of composition CNO3P and charge -2, computed with ωB97M-V with the def2-TZVPD basis set.

```
6
Properties=species:S:1:pos:R:3:forces:R:3:mulliken_charge:R:1
C -0.146 0.119 1.188 -0.85 -0.91 -3.62 0.273
N -0.036 0.432 2.254 0.28 1.25 5.35 -0.598
O 0.588 1.232 -0.999 -0.97 -0.79 0.62 -0.786
O 1.086 -1.219 -0.592 -1.52 0.17 0.19 -0.779
O -1.488 -0.438 -1.284 4.19 0.56 2.81 -0.880
P -0.004 -0.127 -0.568 -1.13 -0.29 -5.34 0.770
```
Forces are in eV/Å.

Computed properties:
- relative energy (zero: lowest compared OMol25 entry of this formula, charge and spin) (eV) = 0.838
- HOMO-LUMO gap (eV) = 7.23
- SMILES = N#CP(=O)([O-])[O-]
- charge = -2
- HOMO level (eV) = 0.64

Record 3
C25H23BrCoFN3OSi as an isolated structure, computed with ωB97M-V with the def2-TZVPD basis set.

```
56
Properties=species:S:1:pos:R:3:forces:R:3:mulliken_spin:R:1
Co 0.814 -0.153 0.187 -0.25 -0.13 0.20 2.795
Br 0.020 -7.531 -0.572 0.15 0.46 0.11 0.001
C 0.119 -5.616 -0.618 -1.12 -0.92 -2.34 0.010
C 0.024 -5.004 -1.934 0.32 0.03 2.02 -0.004
C 0.095 -3.644 -2.001 -0.40 -1.07 -0.02 0.019
C 0.227 -2.802 -0.894 1.31 -0.56 0.92 -0.001
O 0.605 -1.570 -1.078 -0.51 0.00 -0.21 0.080
C 0.163 -3.434 0.372 -1.00 0.42 1.49 0.001
C 0.104 -2.620 1.591 0.69 -2.44 -0.93 0.011
N 0.194 -1.355 1.723 -0.20 0.71 -0.72 0.031
C 0.109 -0.724 2.961 -0.25 1.15 1.25 -0.001
C -0.597 -1.121 4.091 0.41 1.28 -0.56 0.005
C -0.684 -0.229 5.251 0.17 -2.17 -0.79 -0.001
C -0.088 0.992 5.298 0.30 -0.63 -0.95 0.003
C 0.653 1.397 4.132 -0.25 1.04 0.14 0.002
C 1.232 2.710 4.041 -0.79 -1.99 1.57 0.004
C 1.903 3.024 2.945 1.20 2.07 -1.86 0.003
C 1.941 2.150 1.852 0.20 1.59 -0.65 0.008
N 1.350 0.999 1.852 0.32 -0.55 -1.10 0.006
C 0.744 0.582 2.967 -1.15 -0.88 2.27 0.005
C 0.030 -4.888 0.503 1.28 1.91 0.04 -0.005
H -0.085 -5.596 -2.827 0.08 -0.17 0.00 0.000
H 0.040 -3.194 -2.935 0.05 0.86 -1.64 0.000
H 0.098 -3.222 2.485 -0.30 -0.25 0.57 0.006
H -1.167 -2.053 4.027 0.22 0.33 0.42 0.000
H -1.155 -0.728 6.096 -0.17 0.71 0.05 0.000
H -0.155 1.618 6.182 0.11 0.00 -0.23 0.000
H 1.203 3.405 4.859 -0.31 0.07 0.34 0.000
H 2.298 4.054 2.834 0.00 -0.95 -0.02 0.000
H 2.344 2.522 0.909 0.14 -0.33 0.20 0.005
H 0.119 -5.400 1.452 -0.35 0.32 0.22 -0.001
C -2.464 0.572 0.339 0.14 0.53 0.74 0.004
Si -1.800 1.316 -1.196 -0.08 1.75 -0.16 -0.020
C -2.142 3.204 -1.205 0.89 -0.03 0.23 0.016
C -2.614 0.363 -2.538 -0.46 -0.40 -0.62 0.012
N -0.027 1.128 -1.192 1.97 0.29 -3.14 0.511
C 0.710 1.376 -2.369 -0.20 -0.44 2.16 0.052
C 0.216 1.951 -3.607 1.25 -1.46 1.58 0.114
C 1.130 2.167 -4.579 1.02 0.88 -1.30 -0.057
C 2.574 2.008 -4.522 -1.79 -0.12 -0.60 0.252
C 2.997 1.278 -3.433 1.76 0.59 0.73 -0.098
C 2.155 1.038 -2.382 -3.34 1.02 -1.28 0.201
F 2.607 0.465 -1.305 0.83 -0.76 1.62 0.020
H -3.531 0.815 0.274 0.02 -0.29 0.26 0.000
H -2.075 0.977 1.289 -0.14 -0.14 -0.33 -0.001
H -2.312 -0.501 0.319 -0.18 -0.29 0.08 0.002
H -3.138 3.376 -0.832 -0.68 0.06 -0.15 0.000
H -1.955 3.853 -2.085 -0.24 -0.79 0.21 0.000
H -1.521 3.660 -0.420 0.10 -0.23 -0.04 0.003
H -3.588 -0.010 -2.186 0.33 -0.01 0.12 0.001
H -1.992 -0.502 -2.787 -0.12 -0.04 -0.08 0.000
H -2.866 0.894 -3.456 0.30 0.11 -0.06 0.000
H -0.834 2.044 -3.808 -0.24 0.26 0.11 -0.001
H 0.690 2.513 -5.486 0.12 0.43 -0.75 0.000
H 3.236 2.391 -5.354 -0.91 -0.73 1.20 0.005
H 4.050 1.059 -3.230 -0.27 -0.06 -0.36 0.000
```
Forces are in eV/Å.

Computed properties:
- multiplicity = 5
- HOMO-LUMO gap (spin up / spin down) (eV) = 7.10 / 5.40
- charge = +1
- HOMO level (spin up / spin down) (eV) = -10.44 / -10.51

Record 4
A 2-piece molecular cluster, C4H12NO overall, computed with ωB97M-V with the def2-TZVPD basis set.

```
18
Properties=species:S:1:pos:R:3:forces:R:3:mulliken_charge:R:1
C 0.625 0.680 0.758 -1.09 0.29 0.98 -0.786
C 0.219 -0.774 0.639 0.97 -1.63 0.58 -0.239
C 0.883 -1.672 -0.424 -1.93 2.23 -0.67 -0.264
C 1.773 -1.167 -1.270 1.09 0.32 0.73 -0.675
N -0.146 1.554 -0.221 -0.71 0.88 -0.17 -0.291
H 0.282 1.061 1.735 0.27 -0.19 -0.31 0.363
H 1.689 0.904 0.697 -0.09 -0.16 -0.37 0.438
H 0.435 -1.311 1.590 0.09 0.71 -0.19 0.350
H -0.859 -0.899 0.590 -0.04 0.35 -0.24 0.233
H 0.192 -2.491 -0.623 1.09 -0.70 0.01 0.329
H 2.368 -1.662 -2.002 -0.39 -0.86 -0.72 0.318
H 2.229 -0.182 -1.118 -0.35 -0.12 0.34 0.180
H -1.127 1.753 0.077 0.45 -0.92 0.27 0.328
H 0.232 2.502 -0.290 0.51 -0.27 -0.26 0.368
H -0.255 1.155 -1.159 0.50 -0.03 0.09 0.362
H -3.071 -0.012 1.042 -0.10 0.31 0.55 0.326
H -2.817 0.014 -0.403 -0.07 0.18 -0.46 0.341
O -2.651 0.547 0.380 -0.21 -0.37 -0.15 -0.679
```
Forces are in eV/Å.

Computed properties:
- relative energy (zero: lowest compared OMol25 entry of this formula, charge and spin) (eV) = 1.598
- HOMO-LUMO gap (eV) = 10.24
- charge = +1
- HOMO level (eV) = -13.66

Record 5
A 3-piece molecular cluster, C30H55F15N4O11P overall, computed with ωB97M-V with the def2-TZVPD basis set.

```
116
Properties=species:S:1:pos:R:3:forces:R:3:mulliken_charge:R:1
C 2.053 -3.373 1.633 -0.66 0.11 -0.46 -0.883
C 2.305 -2.877 0.126 2.04 -0.80 1.05 0.140
O 1.137 -3.009 -0.734 -1.06 3.31 -0.68 -0.221
P 0.436 -1.444 -0.845 -1.38 0.02 4.44 0.066
O 0.419 -0.848 0.571 0.44 -0.79 -3.02 -0.031
C 1.408 -0.274 -1.947 -0.65 0.00 -2.19 -0.754
C 0.769 1.221 -1.897 0.26 -0.91 -0.05 -0.247
C 1.827 2.327 -2.410 0.23 -2.45 -1.00 -0.906
N 2.250 3.323 -1.400 1.49 0.55 -0.62 1.684
C 1.204 4.121 -0.754 -0.83 0.68 1.14 -0.509
C 0.204 4.965 -1.667 -1.00 0.26 0.61 -0.040
O 0.587 5.164 -3.030 -0.18 -0.62 0.60 -0.473
C -1.314 4.417 -1.579 -1.11 2.14 -0.56 0.542
F -1.547 3.293 -2.375 0.49 1.83 2.02 -0.221
F -2.109 5.459 -2.136 1.41 -2.33 1.06 -0.272
F -1.763 4.282 -0.255 1.17 -0.45 -2.97 -0.230
C 3.490 3.997 -1.681 -0.30 0.61 -0.92 -1.470
N 3.640 5.165 -2.565 -1.00 -2.02 1.71 -0.076
C 3.440 6.459 -1.836 1.51 1.09 0.50 -0.554
C 2.535 7.536 -2.594 0.71 0.70 0.43 0.128
O 1.621 8.182 -1.676 0.64 -1.08 -0.71 -0.578
C 3.501 8.717 -3.112 -0.75 1.13 0.63 0.542
F 4.483 8.209 -3.972 -1.90 1.27 1.64 -0.240
F 2.697 9.678 -3.740 2.09 -2.10 0.83 -0.233
F 4.112 9.387 -2.021 -0.88 -1.68 -2.50 -0.247
N 4.654 3.581 -1.136 -1.78 0.58 -1.04 0.573
N 5.840 4.280 -1.414 0.23 0.07 0.12 -0.638
C 4.792 2.451 -0.187 2.22 -2.03 1.04 0.284
F 6.167 2.108 -0.171 -3.24 0.59 -0.35 -0.296
F 4.129 1.277 -0.563 0.83 2.74 0.52 -0.135
C 4.478 2.898 1.345 1.83 0.91 0.53 0.637
F 5.711 3.430 1.813 -2.69 -0.87 -1.01 -0.313
F 3.554 3.949 1.429 1.34 -2.13 -0.30 -0.219
C 4.142 1.673 2.317 1.36 -0.30 2.48 0.484
F 4.977 0.557 2.070 -2.12 2.59 -0.13 -0.251
F 4.510 2.107 3.620 -0.83 -0.74 -2.70 -0.285
C 2.596 1.291 2.405 -1.69 -1.13 0.80 0.594
F 1.923 1.633 1.231 1.44 -0.77 2.14 -0.294
F 2.488 -0.093 2.650 0.14 3.70 -0.68 -0.051
F 1.984 2.012 3.451 1.46 -1.84 -2.57 -0.271
O -1.208 -1.540 -1.337 3.07 0.03 0.11 -0.298
C -2.044 -0.706 -0.484 -1.64 1.47 0.59 0.321
C -3.548 -0.547 -1.039 0.51 -0.02 0.61 -1.305
H 2.934 -3.154 2.320 -0.93 -0.29 -1.15 0.359
H 1.885 -4.506 1.580 0.17 1.67 0.26 0.353
H 1.139 -2.854 2.092 1.27 -0.80 -0.83 0.007
H 3.104 -3.578 -0.308 -1.24 1.01 0.39 0.383
H 2.750 -1.827 0.073 -0.72 -1.29 0.27 -0.223
H 1.235 -0.625 -3.032 0.47 0.34 1.50 0.448
H 2.531 -0.283 -1.793 -1.48 -0.21 0.31 0.401
H 0.416 1.370 -0.830 0.32 0.14 -1.37 -0.174
H -0.098 1.184 -2.647 1.10 0.31 1.48 0.466
H 1.410 2.741 -3.384 0.62 0.03 1.33 0.296
H 2.766 1.730 -2.708 -1.28 1.04 0.39 0.667
H 0.568 3.420 -0.102 1.09 0.90 -0.97 0.247
H 1.689 4.844 -0.006 -0.63 -1.18 -1.13 0.307
H 0.137 6.016 -1.204 -0.13 -1.58 -0.76 0.127
H 0.190 4.504 -3.633 0.02 0.36 0.61 0.432
H 3.055 5.065 -3.402 -0.30 0.07 0.78 0.461
H 4.484 6.937 -1.731 -1.54 -0.60 -0.05 0.355
H 3.111 6.255 -0.754 0.10 0.51 -1.67 0.267
H 2.010 7.143 -3.528 0.58 0.31 1.38 0.219
H 1.527 7.655 -0.860 0.20 0.42 -0.62 0.390
H 5.766 5.252 -1.093 -0.01 -0.63 -0.31 0.284
H 6.048 4.218 -2.417 -0.14 0.12 0.54 0.316
H -1.604 0.353 -0.448 -0.49 -1.66 0.22 -0.067
H -2.138 -1.159 0.558 0.53 0.78 -1.40 0.198
H -3.620 -0.560 -2.170 0.08 -0.24 1.41 0.302
H -3.953 0.463 -0.676 0.69 -1.40 -0.47 0.383
H -4.172 -1.340 -0.518 0.58 0.87 -1.16 0.314
C -5.806 -2.782 4.004 0.24 0.21 -0.03 -0.826
O -4.877 -1.749 4.282 -0.03 -0.24 0.18 -0.173
C -5.289 -0.933 5.375 0.47 0.12 -0.40 -0.626
C -4.078 -0.311 6.061 -0.26 -0.11 0.28 -0.225
O -3.394 -1.217 6.928 0.04 -0.01 -0.34 -0.481
C -2.621 -2.234 6.291 0.16 0.17 0.26 -0.389
C -1.350 -1.703 5.640 -0.33 -0.29 -0.39 -0.628
O -1.649 -1.102 4.385 -0.01 0.32 0.06 -0.220
C -0.670 -0.163 3.991 -0.21 -0.25 0.00 -0.871
H -6.772 -2.360 3.714 -0.13 -0.11 0.03 0.327
H -5.414 -3.378 3.179 0.01 0.12 0.02 0.226
H -5.923 -3.434 4.875 -0.15 0.00 0.01 0.345
H -5.858 -1.520 6.103 0.02 0.01 0.04 0.371
H -5.929 -0.140 4.970 -0.13 0.10 0.20 0.385
H -4.440 0.491 6.711 -0.01 -0.13 0.04 0.411
H -3.393 0.147 5.346 -0.08 -0.18 -0.17 0.043
H -3.227 -2.811 5.592 0.11 0.14 -0.19 0.141
H -2.327 -2.917 7.094 0.01 0.14 0.01 0.417
H -0.660 -2.536 5.451 0.07 -0.02 0.21 0.396
H -0.870 -0.983 6.310 -0.02 0.02 0.05 0.377
H -0.588 0.639 4.733 0.14 0.03 0.07 0.424
H -0.980 0.277 3.042 0.01 -0.15 -0.01 0.231
H 0.299 -0.654 3.856 0.07 0.12 0.01 0.320
C -4.882 -7.383 -1.791 0.32 -0.06 -0.10 -0.781
O -3.685 -7.208 -2.526 -0.16 0.28 0.14 -0.264
C -3.897 -6.491 -3.738 0.53 -0.34 0.18 -0.566
C -2.624 -5.762 -4.154 -0.30 0.20 -0.08 -0.401
O -2.399 -4.557 -3.420 0.05 -0.23 0.11 -0.443
C -1.970 -4.717 -2.066 0.18 0.20 -0.12 0.210
C -0.533 -5.207 -1.946 -0.49 -0.54 0.34 -0.456
O -0.467 -6.612 -2.164 0.09 0.03 -0.37 -0.312
C 0.816 -7.031 -2.583 -0.30 -0.01 0.19 -0.779
H -5.601 -7.974 -2.365 -0.16 0.03 0.05 0.333
H -4.640 -7.912 -0.869 0.05 -0.02 -0.12 0.234
H -5.314 -6.412 -1.527 -0.14 0.00 -0.05 0.326
H -4.710 -5.767 -3.622 0.01 0.05 -0.02 0.352
H -4.170 -7.221 -4.509 -0.10 0.13 -0.19 0.423
H -2.747 -5.446 -5.195 -0.06 0.06 0.10 0.402
H -1.751 -6.415 -4.124 -0.12 -0.13 0.20 0.136
H -2.663 -5.345 -1.504 0.17 -0.23 -0.05 0.112
H -2.022 -3.717 -1.629 0.06 -0.08 -0.16 -0.042
H -0.163 -5.014 -0.932 0.01 0.19 -0.10 0.308
H 0.098 -4.673 -2.665 0.01 0.03 -0.03 0.370
H 1.096 -6.536 -3.518 0.14 0.07 0.00 0.329
H 0.782 -8.107 -2.761 -0.06 0.07 0.08 0.274
H 1.560 -6.822 -1.807 0.14 0.02 -0.08 0.284
```
Forces are in eV/Å.

Computed properties:
- HOMO-LUMO gap (eV) = 4.87
- charge = +1
- HOMO level (eV) = -10.32

| no. | E (Ha) | largest force on an atom (Eh/bohr) |
| --- | --- | --- |
| 1 | -400.53848 | 0.0806 |
| 2 | -659.98544 | 0.1070 |
| 3 | -5551.93601 | 0.0724 |
| 4 | -289.31613 | 0.0588 |
| 5 | -4061.58559 | 0.0905 |